[1]
DFT (the ωB97M-V functional and the def2-TZVPD basis) results for a structure of composition C32H37ClGe2IN5OSSc at a distorted geometry.

Output
- Relative energy (zero: lowest compared OMol25 entry of this formula, charge and spin): 87.28 kcal per mole

```
! wB97M-V def2-TZVPD RIJCOSX def2/J DEFGRID3
* xyz 1 1
Sc 0.47667 0.82549 0.92659
N 4.17870 -1.99598 -0.02045
C 3.02212 -1.26190 0.06639
S 2.99600 0.40141 0.01900
N 1.89576 -2.04895 0.63348
N 1.08702 -1.20613 1.39664
C 0.94548 -1.49440 2.71623
C 0.15383 -0.65111 3.49272
C -0.01061 -0.83987 4.89200
C -0.78261 0.03277 5.60037
C -1.42651 1.08509 4.92141
C -1.26244 1.19472 3.56027
N -0.50116 0.37524 2.82088
H 4.98510 -1.44661 -0.28109
H 4.12869 -2.89278 -0.49112
H 1.39575 -2.39174 3.12997
H 0.49126 -1.67288 5.36383
H -0.90674 -0.08337 6.66428
H -2.04866 1.78453 5.45348
H -1.77983 1.97364 3.00553
Cl 2.17476 7.33228 3.10010
C 1.64619 5.93638 2.23011
C 1.06352 6.07985 0.99628
C 0.59003 4.97077 0.29544
I -0.30069 5.28093 -1.58177
C 0.68158 3.67848 0.79711
O 0.16565 2.61471 0.23208
C 1.39716 3.52488 2.03153
N 1.58967 2.24299 2.44240
C 2.21974 2.04918 3.58279
C 2.68831 3.09141 4.39258
C 2.48243 4.39123 4.00613
C 1.84835 4.64848 2.77622
H 0.96211 7.06479 0.56746
H 2.35850 1.01658 3.88827
H 3.19486 2.85948 5.31531
H 2.79136 5.21941 4.62749
C -2.53529 2.45007 -3.10436
C -2.05992 1.92340 -1.76066
Ge -0.29790 0.92921 -1.91327
C 1.40761 1.82392 -2.60061
C 1.22179 2.31770 -4.02552
C -0.75373 -0.50053 -3.21204
C -1.06468 -1.67369 -2.64512
Ge -0.60610 -1.46145 -0.66376
C 1.06450 -2.74705 -0.39575
C 0.72960 -4.12939 0.12170
C -2.02676 -1.83388 0.77655
C -2.95065 -3.03016 0.63289
C -1.55931 -2.85599 -3.33516
C -1.81935 -2.85528 -4.70974
C -2.22621 -4.00789 -5.35178
C -2.39167 -5.18787 -4.64366
C -2.18174 -5.19373 -3.27416
C -1.77630 -4.03921 -2.63164
H -3.55424 2.81977 -3.01398
H -2.52067 1.66701 -3.86019
H -1.90721 3.26898 -3.44471
H -2.77715 1.19167 -1.38232
H -1.98209 2.73315 -1.04104
H 2.18983 1.06108 -2.57817
H 1.70078 2.63382 -1.93369
H 0.82684 1.52439 -4.65739
H 2.18445 2.62943 -4.42640
H 0.54201 3.16516 -4.06216
H -0.83864 -0.35043 -4.27611
H 2.33652 -2.77714 1.22941
H 1.63587 -2.81709 -1.32604
H 0.19943 -4.06151 1.07204
H 1.62284 -4.74272 0.25564
H 0.08834 -4.63609 -0.59223
H -2.63464 -0.92602 0.76670
H -1.51188 -1.86375 1.73644
H -3.49790 -2.98533 -0.30395
H -3.67425 -3.02385 1.44664
H -2.41157 -3.97186 0.67686
H -1.70303 -1.94663 -5.27860
H -2.41737 -3.98861 -6.41408
H -2.69270 -6.09044 -5.15458
H -2.33660 -6.10383 -2.71300
H -1.63220 -4.02634 -1.55894
*
```


[2]
DFT (the ωB97M-V functional and the def2-TZVPD basis) results for a cluster of 2 separate species, C2H8N2O2 in total at a distorted geometry.

Output
- Relative energy (zero: lowest compared OMol25 entry of this formula, charge and spin): 37.08 kcal per mole
- Structure (SMILES): NC=O.NCO

```
! wB97M-V def2-TZVPD RIJCOSX def2/J DEFGRID3
* xyz 0 1
N 1.25498 2.19631 2.35167
C 2.03909 3.13106 1.74528
O 2.75793 3.87662 2.36517
H 1.04565 2.25593 3.33402
H 0.54254 1.68212 1.86223
H 2.01466 3.04985 0.65411
N -0.29025 -2.10507 -2.04849
C -1.70665 -1.89177 -1.67037
O -1.82676 -1.93875 -0.28484
H -0.12289 -2.01277 -3.03152
H 0.33814 -1.82185 -1.31197
H -2.04283 -0.89435 -1.93428
H -2.17058 -2.73646 -2.21913
H -1.83304 -2.79088 0.18812
*
```


[3]
DFT (the ωB97M-V functional and the def2-TZVPD basis) results for a cluster of 3 separate species, C7H17N in total at a distorted geometry.

Output
- Relative energy (zero: lowest compared OMol25 entry of this formula, charge and spin): 161.05 kcal per mole

```
! wB97M-V def2-TZVPD RIJCOSX def2/J DEFGRID3
* xyz 0 1
C -1.58774 -0.01423 -0.26153
C -1.20058 0.55530 -1.59980
C -1.66944 1.96310 -1.91449
C -1.16231 0.94899 0.88677
N 0.21880 1.27832 0.77374
C 1.09068 0.48186 1.42622
C 0.93838 -0.33169 2.52219
C 2.55593 -2.58518 -0.04779
H -2.68328 0.01268 -0.18945
H -1.22854 -1.01502 -0.01245
H -0.03908 0.70075 -1.44307
H -1.34058 -0.17014 -2.40431
H -2.75886 1.89445 -1.87307
H -1.31694 2.71313 -1.21712
H -1.33813 2.20920 -2.92480
H -1.84941 1.80922 0.78295
H -1.40480 0.49902 1.86630
H 2.22009 -3.29451 0.72763
H 2.10430 0.69278 1.09568
H 1.83538 -0.74151 2.94955
H 0.79134 0.01835 -1.17252
H -0.01684 -0.49970 3.00424
H 2.46563 -1.58023 0.35509
H 1.84693 -2.69762 -0.87830
H 3.52908 -2.84731 -0.45166
*
```


[4]
DFT (the ωB97M-V functional and the def2-TZVPD basis) results for a structure of composition C11H25B2NO5Tl at a distorted geometry.

Output
- Energy: -29551.000 eV

```
! wB97M-V def2-TZVPD RIJCOSX def2/J DEFGRID3
* xyz 3 1
C -2.27915 -5.50343 -1.59201
C -1.55385 -4.32872 -0.76063
O -1.22028 -4.61142 0.41223
O -1.27393 -3.02564 -1.25302
C -0.54057 -3.03822 -2.51229
C 0.76277 -2.10637 -2.51828
C 0.53794 -0.64027 -3.12648
C -0.67438 0.18761 -2.48230
C -0.51773 0.50654 -0.91149
C -0.01230 2.00701 -0.58428
B -0.37024 2.50095 0.91684
C 0.18505 1.71698 2.25557
C 1.12192 2.61162 3.20990
O 0.80429 2.25905 4.58458
C 2.72718 2.35198 2.96186
N 3.27110 1.64803 4.14103
B -1.34148 3.85664 1.24257
O -2.70630 3.78916 1.63240
O -0.75546 5.18106 1.17220
H -2.30971 -6.44411 -0.93199
H -1.65773 -5.81366 -2.53272
H -3.35558 -5.24684 -1.85935
H -1.28046 -2.83035 -3.35530
H -0.15681 -4.12090 -2.66481
H 1.29090 -2.03501 -1.50294
H 1.52214 -2.62987 -3.21477
H 0.37958 -0.69859 -4.26613
H 1.51651 -0.06276 -2.97593
H -1.67714 -0.31603 -2.67341
H -0.68863 1.20832 -3.02489
H 0.10723 -0.31532 -0.42715
H -1.57908 0.41924 -0.45732
H 1.14331 2.05687 -0.66222
H -0.42473 2.70878 -1.38504
H -0.69743 1.22401 2.81019
H 0.82488 0.84007 1.86075
H 0.95588 3.73731 3.13512
H -0.01900 2.74781 4.85373
H 2.83239 1.66895 2.03838
H 3.19753 3.38180 2.77909
H 3.44078 2.36311 4.86895
H 4.20183 1.27517 3.88466
H -3.05693 2.87012 1.62134
H -0.56463 5.41929 0.23403
Tl -0.10969 -6.76994 -2.94065
*
```


[5]
DFT (the ωB97M-V functional and the def2-TZVPD basis) results for a structure of composition C13H17N2NbO6S5 at a distorted geometry.

Output
- Relative energy (zero: lowest compared OMol25 entry of this formula, charge and spin): 0.00 kcal per mole

```
! wB97M-V def2-TZVPD RIJCOSX def2/J DEFGRID3
* xyz 2 1
Nb 9.21500 8.39309 7.83903
O 6.93177 7.79088 11.27184
C 7.32687 7.73246 10.10346
O 8.63036 7.73247 9.70998
C 6.44848 7.66579 8.89404
C 5.12598 7.20711 8.92098
C 4.50002 7.07123 7.65077
C 5.19242 7.38421 6.48985
C 6.50967 7.81051 6.51630
N 7.17882 7.76356 7.71022
H 4.49421 6.97827 9.79698
H 3.55760 6.56768 7.56904
H 4.69666 7.24801 5.51059
H 7.13988 8.05042 5.68724
S 8.32312 11.11118 7.64128
C 7.49085 11.25361 9.11611
N 6.17249 10.91242 9.24413
C 5.51545 11.07806 10.48900
C 6.46504 11.93217 11.36436
S 8.08847 11.98109 10.57577
H 5.64132 10.52593 8.48972
H 5.41861 10.02541 10.81675
H 4.46138 11.50102 10.45054
H 6.52301 11.50704 12.32272
H 6.16846 13.00533 11.49042
O 10.75380 9.27860 8.62120
S 12.14976 10.04598 8.94552
C 13.52468 8.94865 8.10261
C 14.12123 8.05743 9.16589
C 13.16549 7.99229 10.40956
C 12.65186 9.39074 10.62009
H 14.27524 9.77288 7.91607
H 13.07264 8.46091 7.20856
H 15.12799 8.45144 9.39458
H 14.17804 7.03218 8.69978
H 13.68404 7.52675 11.23196
H 12.37094 7.29071 10.15963
H 13.47777 10.01665 11.00282
H 11.70857 9.54065 11.20366
O 9.81029 8.78550 5.83289
S 10.64430 7.59555 5.42451
O 9.95499 6.90380 4.31458
O 12.02293 8.01343 5.25660
S 10.29178 6.42144 7.16802
*
```


[6]
DFT (the ωB97M-V functional and the def2-TZVPD basis) results for a cluster of 2 separate species, C6H7N3O3 in total at a distorted geometry.

Output
- Relative energy (zero: lowest compared OMol25 entry of this formula, charge and spin): 81.65 kcal per mole
- Structure (SMILES): [H]/N=C(/C#C)NO.Oc1cocn1

```
! wB97M-V def2-TZVPD RIJCOSX def2/J DEFGRID3
* xyz 0 1
H 1.47799 -2.47529 -0.68274
N 1.77412 -1.83299 -1.40719
C 1.98976 -0.64371 -1.02906
C 2.54354 0.31360 -1.92943
C 3.28952 1.05298 -2.52173
N 1.89603 -0.20366 0.31686
O 1.68388 1.17927 0.36526
H 3.84773 1.74780 -3.13335
H 1.04069 -0.58869 0.74147
H 2.48543 1.51669 0.79499
O -1.93398 -1.89587 1.62173
C -2.14250 -0.62630 1.14231
C -3.07584 0.27586 1.48882
O -2.72755 1.44761 0.85676
C -1.68806 1.14875 0.07432
N -1.27662 -0.08346 0.19236
H -2.07523 -2.52951 0.90642
H -3.93073 0.29689 2.14442
H -1.27784 1.89774 -0.58680
*
```